1.
Below is a cluster of 3 separate species, C2H11N2O2 in total at a distorted geometry, with properties calculated with ωB97M-V/def2-TZVPD.

Calculated values
energy relative to the best compared isomer or geometry (same formula, charge and spin): 35.5 kcal per mole
HOMO (alpha / beta): -3.59 / -8.17 eV
lowest unoccupied orbital energy (alpha / beta): 0.26 / 0.25 eV
spin multiplicity: 2
charge: 0

Structure (XYZ):
```
17
Properties=species:S:1:pos:R:3:forces:R:3
C 2.133 -1.170 -0.880 -0.8280 1.4610 1.8684
N 1.207 -0.297 -0.100 -0.7355 -3.4747 -0.5109
C 1.599 0.911 0.169 4.4542 2.1127 -0.1119
N 0.880 1.857 0.749 -3.8941 2.1000 1.7096
H 2.757 -0.479 -1.411 0.2474 0.2248 -1.2235
H 1.513 -1.802 -1.484 0.2135 -0.5171 -0.4633
H 2.878 -1.688 -0.246 -0.8092 -0.2428 0.0239
H 0.194 -0.310 -0.215 0.6709 -1.1937 -0.4648
H 2.451 1.364 -0.273 1.2032 -0.2619 -0.8741
H -0.088 1.647 0.989 0.3966 0.0554 -0.0694
H 1.286 2.463 1.439 0.2846 -0.0373 0.2349
H -4.429 0.137 0.292 -6.3308 -0.4461 -1.9564
H -3.593 0.295 1.461 0.2657 0.0600 0.5471
O -3.590 0.199 0.513 5.6627 0.5613 1.5350
H -1.697 -1.791 -0.435 1.2756 0.7939 0.0010
H -2.178 -0.463 -0.206 -0.2101 1.0462 0.1912
O -1.322 -0.874 -0.362 -1.8665 -2.2416 -0.4366
```
Forces are in eV/Å.

Which charges does natural (NBO) predict for the atoms? In e, they are: atom 1 (C): -0.403, atom 2 (N): -0.632, atom 3 (C): 0.026, atom 4 (N): -0.833, atom 5 (H): 0.179, atom 6 (H): 0.199, atom 7 (H): 0.183, atom 8 (H): 0.409, atom 9 (H): 0.121, atom 10 (H): 0.351, atom 11 (H): 0.366, atom 12 (H): 0.469, atom 13 (H): 0.484, atom 14 (O): -0.926, atom 15 (H): 0.473, atom 16 (H): 0.496, atom 17 (O): -0.961

=====

2.
Below is a cluster of 3 separate species, C2H11N2O2 in total at a distorted geometry, with properties calculated with ωB97M-V/def2-TZVPD.

Calculated values
energy relative to the best compared isomer or geometry (same formula, charge and spin): 30.9 kcal per mole
HOMO: -14.65 eV
lowest unoccupied orbital energy: -3.43 eV
charge: +1

Structure (XYZ):
```
17
Properties=species:S:1:pos:R:3:forces:R:3
C 0.806 1.354 -2.927 -0.9898 0.4561 2.3625
N 0.180 0.859 -1.671 -1.2453 -0.9801 1.7508
C -0.937 0.137 -1.640 0.8053 0.8565 -3.6921
N -1.347 -0.756 -0.808 -1.1451 -1.8970 2.1823
H 1.790 1.660 -2.659 0.6484 0.2806 -0.1306
H 0.197 2.147 -3.245 -0.3638 1.4228 -0.6859
H 0.782 0.609 -3.646 0.2629 -1.5510 -1.2494
H 0.656 0.877 -0.765 0.3958 0.0807 -0.6462
H -1.577 0.197 -2.560 1.0536 -0.1604 0.4499
H -1.100 -0.742 0.249 0.5281 -0.6274 -2.1702
H -1.837 -1.582 -1.270 0.3133 1.8697 1.3677
H 2.075 -0.560 3.948 -0.3949 -0.1660 0.1880
H 0.966 -0.842 4.998 0.1719 -0.0636 -0.5384
O 1.184 -0.930 4.053 0.2181 0.1413 0.2735
H -1.149 -0.249 1.949 2.1966 0.0702 -0.0747
H 0.195 -0.933 2.277 0.6513 -0.5381 1.0252
O -0.189 -0.352 1.632 -3.1063 0.8057 -0.4123
```
Forces are in eV/Å.

Which charges does natural (NBO) predict for the atoms? In e, they are: atom 1 (C): -0.388, atom 2 (N): -0.523, atom 3 (C): 0.408, atom 4 (N): -0.761, atom 5 (H): 0.239, atom 6 (H): 0.221, atom 7 (H): 0.216, atom 8 (H): 0.427, atom 9 (H): 0.203, atom 10 (H): 0.454, atom 11 (H): 0.445, atom 12 (H): 0.488, atom 13 (H): 0.495, atom 14 (O): -0.975, atom 15 (H): 0.483, atom 16 (H): 0.526, atom 17 (O): -0.958

=====

3.
Below is a cluster of 3 separate species, C2H11N2O2 in total at a distorted geometry, with properties calculated with ωB97M-V/def2-TZVPD.

Calculated values
energy relative to the best compared isomer or geometry (same formula, charge and spin): 42.4 kcal per mole
HOMO: -12.67 eV
lowest unoccupied orbital energy: -2.98 eV
charge: +1

Structure (XYZ):
```
17
Properties=species:S:1:pos:R:3:forces:R:3
C -0.061 -0.625 -0.561 0.1899 -0.3138 0.5698
C 0.554 -1.370 0.382 0.6613 -0.3148 -0.6757
N 1.266 -2.533 0.219 0.0061 2.6824 3.8096
N -0.949 0.433 0.029 1.6966 -0.8476 0.0201
H 0.242 -0.506 -1.606 -0.6998 -0.3385 0.4372
H 0.598 -0.996 1.396 -0.5149 -0.1516 0.3092
H 2.095 -2.569 0.818 -0.5412 -0.4732 -0.4638
H 1.321 -2.917 -0.637 0.4450 -1.5453 -3.4797
H -1.652 0.018 0.625 0.4381 -0.0395 1.0387
H -1.530 0.813 -0.688 -0.1597 1.1615 -1.4882
H -0.281 1.107 0.443 -1.2846 -0.0280 0.4057
H 1.189 1.679 3.231 0.3473 -1.4648 -2.1174
H 1.743 1.767 1.784 0.4320 0.2640 -0.1455
O 1.329 1.135 2.371 -0.8129 1.2617 2.0939
H -2.313 2.259 -2.446 0.6207 -1.2506 -0.2056
H -1.735 0.883 -3.090 -0.3625 0.8994 0.6626
O -1.816 1.421 -2.270 -0.4614 0.4987 -0.7708
```
Forces are in eV/Å.

Which charges does natural (NBO) predict for the atoms? In e, they are: atom 1 (C): -0.254, atom 2 (C): 0.061, atom 3 (N): -0.747, atom 4 (N): -0.701, atom 5 (H): 0.236, atom 6 (H): 0.216, atom 7 (H): 0.405, atom 8 (H): 0.387, atom 9 (H): 0.436, atom 10 (H): 0.466, atom 11 (H): 0.452, atom 12 (H): 0.500, atom 13 (H): 0.476, atom 14 (O): -0.969, atom 15 (H): 0.515, atom 16 (H): 0.512, atom 17 (O): -0.991

=====

4.
Below is a cluster of 3 separate species, C2H11N2O2 in total at a distorted geometry, with properties calculated with ωB97M-V/def2-TZVPD.

Calculated values
energy relative to the best compared isomer or geometry (same formula, charge and spin): 32.4 kcal per mole
HOMO (alpha / beta): -17.52 / -17.52 eV
lowest unoccupied orbital energy (alpha / beta): -9.56 / -14.04 eV
spin multiplicity: 2
charge: +2

Structure (XYZ):
```
17
Properties=species:S:1:pos:R:3:forces:R:3
C -1.802 -0.380 -1.363 1.2645 -0.7347 -0.1421
N -0.389 -0.198 -1.178 -1.1404 0.3884 0.1816
C 0.594 -0.677 -1.952 0.5328 -0.4324 -0.0986
N 1.839 -0.518 -1.611 -0.4064 -0.4413 -0.1046
H -2.287 0.519 -0.980 -0.3751 -0.0499 -0.2336
H -2.028 -1.200 -0.635 -0.3079 0.1043 0.1127
H -2.024 -0.787 -2.352 -0.3011 0.4100 0.0415
H -0.144 0.380 -0.304 0.5812 0.3548 0.3727
H 0.378 -1.263 -2.839 -0.2093 0.0192 -0.1254
H 2.114 -0.003 -0.762 0.1182 -0.0710 -0.2323
H 2.524 -1.046 -2.174 0.1924 0.5547 0.3291
H 0.281 -0.428 4.116 -0.1950 0.1928 0.3229
H -0.379 0.780 4.820 0.0296 -0.0040 0.1016
O -0.262 0.357 3.964 0.3234 -0.1723 -0.7531
H 0.537 1.039 1.720 -0.1824 -0.4409 0.2813
H 0.501 2.198 0.768 0.0102 -0.0446 -0.3327
O 0.547 1.227 0.764 0.0653 0.3668 0.2790
```
Forces are in eV/Å.

Which charges does natural (NBO) predict for the atoms? In e, they are: atom 1 (C): -0.448, atom 2 (N): -0.199, atom 3 (C): 0.345, atom 4 (N): -0.465, atom 5 (H): 0.314, atom 6 (H): 0.345, atom 7 (H): 0.282, atom 8 (H): 0.476, atom 9 (H): 0.277, atom 10 (H): 0.481, atom 11 (H): 0.484, atom 12 (H): 0.483, atom 13 (H): 0.504, atom 14 (O): -0.982, atom 15 (H): 0.553, atom 16 (H): 0.534, atom 17 (O): -0.985

=====

What is the formula in the second record? C2H11N2O2

=====

Please write out number 2 again, unchanged.
Below is a cluster of 3 separate species, C2H11N2O2 in total at a distorted geometry, with properties calculated with ωB97M-V/def2-TZVPD.

Calculated values
energy relative to the best compared isomer or geometry (same formula, charge and spin): 30.9 kcal per mole
HOMO: -14.65 eV
lowest unoccupied orbital energy: -3.43 eV
charge: +1

Structure (XYZ):
```
17
Properties=species:S:1:pos:R:3:forces:R:3
C 0.806 1.354 -2.927 -0.9898 0.4561 2.3625
N 0.180 0.859 -1.671 -1.2453 -0.9801 1.7508
C -0.937 0.137 -1.640 0.8053 0.8565 -3.6921
N -1.347 -0.756 -0.808 -1.1451 -1.8970 2.1823
H 1.790 1.660 -2.659 0.6484 0.2806 -0.1306
H 0.197 2.147 -3.245 -0.3638 1.4228 -0.6859
H 0.782 0.609 -3.646 0.2629 -1.5510 -1.2494
H 0.656 0.877 -0.765 0.3958 0.0807 -0.6462
H -1.577 0.197 -2.560 1.0536 -0.1604 0.4499
H -1.100 -0.742 0.249 0.5281 -0.6274 -2.1702
H -1.837 -1.582 -1.270 0.3133 1.8697 1.3677
H 2.075 -0.560 3.948 -0.3949 -0.1660 0.1880
H 0.966 -0.842 4.998 0.1719 -0.0636 -0.5384
O 1.184 -0.930 4.053 0.2181 0.1413 0.2735
H -1.149 -0.249 1.949 2.1966 0.0702 -0.0747
H 0.195 -0.933 2.277 0.6513 -0.5381 1.0252
O -0.189 -0.352 1.632 -3.1063 0.8057 -0.4123
```
Forces are in eV/Å.

Which charges does natural (NBO) predict for the atoms? In e, they are: atom 1 (C): -0.388, atom 2 (N): -0.523, atom 3 (C): 0.408, atom 4 (N): -0.761, atom 5 (H): 0.239, atom 6 (H): 0.221, atom 7 (H): 0.216, atom 8 (H): 0.427, atom 9 (H): 0.203, atom 10 (H): 0.454, atom 11 (H): 0.445, atom 12 (H): 0.488, atom 13 (H): 0.495, atom 14 (O): -0.975, atom 15 (H): 0.483, atom 16 (H): 0.526, atom 17 (O): -0.958